67
Properties=species:S:1:pos:R:3 method="wB97M-V/def2-TZVPD" smiles="CC[C@@H](Br)NC(=O)O.COP(=O)(OC)OC.COP(=O)(OC)OC.COP(=O)(OC)OC" gap_ev=8.38 homo_ev=-8.912 total_charge=0 mol_weight_g_mol=602.24
C 0.85472 -6.20257 -3.45132
H -0.46029 -2.80642 1.83580
H -1.41206 6.96321 -2.69937
O 0.69014 3.45177 -1.79793
H -0.34507 0.67360 7.80793
C -3.53235 -1.71650 0.64206
H -0.49835 6.30658 -4.56052
C -0.37824 -1.43174 0.12729
H -0.91366 -3.52275 0.24416
O -2.12730 0.14696 5.28505
C 0.92589 -1.34542 6.37884
H -3.62076 -0.58718 6.47650
O -4.49764 -1.17023 0.21200
H -2.03717 -0.59050 7.25780
O 1.51156 5.38790 -3.15993
O -1.12403 5.10691 -1.74359
H 1.20047 -1.10757 7.40625
C -0.17891 1.67352 7.40498
P -0.56607 0.45862 5.06430
H 1.36283 -2.27483 -4.04645
H 0.87130 1.93610 7.53555
H -2.58094 6.51190 -1.45431
H 0.25379 5.13279 -5.65788
P 2.53553 -4.31365 -2.53351
H 2.85099 -2.01881 -4.97809
P 0.23244 4.65178 -2.47219
H -1.50959 5.16457 -5.45080
H 0.58077 -0.93911 0.28349
O 3.16475 -2.89577 -3.11113
O 3.55687 -5.22764 -3.42412
O -0.40824 0.81322 3.66342
H -0.01333 -1.89972 6.38116
C -0.27908 -2.81608 0.76624
H -0.92376 0.11032 1.48732
C -1.42371 -0.48121 0.73531
H -2.91778 0.94232 7.02884
N -2.52530 -1.11498 1.41886
C 2.41643 -2.00451 -3.97776
H 2.69183 -4.64640 -5.25346
O 0.84414 -0.12098 5.60947
C -0.55481 5.28596 -4.94177
H -0.50482 -1.47615 -0.95155
Br -1.96470 0.80789 -0.66560
H -2.63271 5.70704 -3.03138
H 1.08853 7.26161 -2.26733
C 3.61153 -5.06985 -4.84249
H -4.22869 -3.37710 0.25773
O -3.34308 -3.03542 0.44846
O 2.93273 -4.17330 -1.12421
H 0.74322 -3.16360 0.61316
O -0.47637 4.30762 -3.91003
C -2.69490 -0.03123 6.59472
H -0.79458 2.37458 7.96552
H 2.48692 -0.99734 -3.57398
H -0.07019 -6.65727 -3.10629
H 4.44804 -4.42271 -5.10866
C -1.97639 6.13442 -2.27437
H 2.77369 6.95879 -2.70830
H -2.95905 -0.46037 2.05637
C 1.74109 6.80759 -3.01430
O -0.53293 1.77805 6.02776
H 3.76376 -6.05163 -5.28672
H 1.57843 7.30114 -3.97271
H 0.62142 -5.52800 -4.27437
O 1.44777 -5.51794 -2.33260
H 1.52798 -6.98695 -3.79758
H 1.69728 -1.97330 5.94028


54
Properties=species:S:1:pos:R:3 method="wB97M-V/def2-TZVPD" gap_ev=7.33 homo_ev=-7.829 total_charge=0 mol_weight_g_mol=394.34
H 2.88569 3.05219 -3.09781
H 1.48453 -0.30463 1.80647
H 3.54786 -0.44374 -1.99790
H 3.61239 0.93712 1.54800
C 2.44908 2.26101 -1.13641
H -0.07487 0.88667 -0.67882
H -5.49304 -2.28253 3.49578
H 3.71293 1.46604 -2.92485
C 3.69604 2.65187 -0.41393
H 2.07509 1.44718 -3.17320
C 3.96880 0.49087 0.60855
C 2.83559 2.03917 -2.64484
H -6.13619 -0.73046 1.53870
H 1.70186 4.17118 -1.75574
C -1.76841 -4.05827 -2.03411
I -2.52862 1.28810 0.04854
C -1.79409 -2.53689 -1.99484
C 3.01467 -0.95140 -1.22862
H 4.89712 1.09213 -1.29679
H -3.99660 0.76571 3.69812
H -4.72179 -1.26383 0.65154
H 4.16193 3.44872 -0.98462
H 0.98154 -1.44252 0.58649
H -0.84843 -2.12135 -2.31532
C -4.80189 -2.05730 2.67727
H 4.59667 -0.36966 0.90046
C 2.65359 -0.06715 -0.03124
H -1.14785 -4.42820 -1.17711
H -3.05726 1.73419 2.59481
H -2.19730 -1.17815 -0.64645
H 5.60359 1.82677 0.19690
H 2.09309 -1.30367 -1.73365
H 0.38962 3.07235 -1.29177
H 3.55733 -1.88097 -1.00225
H -2.50321 -2.26685 -2.79087
H 2.47680 -1.72883 1.34770
H 1.44473 3.83785 -0.04850
H -1.35712 -4.39667 -2.96289
O -3.92193 -0.99202 3.19637
H -6.13727 -2.40866 0.96995
C 1.87552 -0.92466 1.00305
H 3.37013 2.99122 0.59050
N 1.81470 1.11678 -0.43704
H -4.51733 2.26850 3.12625
H -3.05596 -1.01110 2.77843
C 4.67675 1.50110 -0.27059
H -2.75455 -4.50035 -1.94352
H -3.26733 2.20223 4.29239
H -4.21077 -2.94610 2.48752
C -5.49704 -1.60380 1.33788
C 1.42003 3.39150 -1.04245
O 0.71587 0.67793 -1.22364
O -2.21112 -2.13850 -0.69337
N -3.71352 1.71991 3.49148